# 1
Molecular formula: C8H32N9O11
Method: DFT, ωB97M-V/def2-TZVPD

Values from the calculation:
* charge: -1
* E_LUMO: 2.56 eV
* E_HOMO: -7.14 eV
* orbital gap: 9.7 eV
* electronic energy: -1644.565983 hartree
* energy above the lowest of the compared OMol25 structures with the same formula, charge and spin: 0.516 eV

XYZ file:
```
60
C8H32N9O11, DFT ωB97M-V/def2-TZVPD
N -0.17 -0.34 0.44
O 0.45 -0.64 -0.59
O 0.14 0.67 1.11
O -1.06 -1.10 0.86
C 3.05 -2.90 -1.22
O 3.26 -1.87 -0.26
H 2.04 -3.30 -1.15
H 3.06 -2.49 -2.25
H 3.83 -3.65 -1.17
H 2.61 -1.20 -0.50
C 2.89 0.69 -2.87
O 2.07 1.04 -3.99
H 2.42 -0.16 -2.36
H 3.91 0.49 -3.21
H 2.94 1.51 -2.16
H 2.27 0.41 -4.68
C 3.15 1.95 1.66
O 4.52 2.06 1.32
H 2.99 0.97 2.10
H 2.79 2.75 2.32
H 2.50 2.03 0.78
H 4.73 3.00 1.23
C -3.09 1.04 -0.29
O -2.91 -0.17 -1.01
H -2.23 1.71 -0.42
H -3.90 1.62 -0.73
H -3.38 0.86 0.74
H -2.45 -0.78 -0.42
C -0.68 -1.02 -4.45
O 0.41 -1.28 -4.94
N -1.80 -0.90 -5.25
N -0.92 -0.88 -3.12
H -1.60 -0.85 -6.23
H -2.74 -0.95 -4.92
H -1.81 -0.52 -2.83
H -0.20 -1.11 -2.46
C -2.71 -3.18 3.45
O -1.57 -3.58 3.56
N -3.17 -2.54 2.32
N -3.68 -3.47 4.39
H -4.11 -2.20 2.26
H -2.46 -2.08 1.77
H -3.34 -3.75 5.30
H -4.57 -3.01 4.36
C 0.04 3.50 -1.65
O -0.23 4.40 -2.43
N 0.17 2.20 -1.99
N 0.15 3.70 -0.28
H 0.46 1.52 -1.31
H 0.16 1.90 -2.94
H 0.09 2.88 0.30
H 0.57 4.55 0.04
C -0.31 0.31 4.74
O -0.29 0.19 5.96
N 0.76 0.60 3.96
N -1.48 0.15 4.04
H 1.68 0.66 4.36
H 0.57 0.76 2.98
H -2.26 -0.05 4.65
H -1.55 -0.12 3.07
```

=====

# 2
Molecular formula: C3H6N3S3
Method: DFT, ωB97M-V/def2-TZVPD

Values from the calculation:
* charge: +1
* E_LUMO: -5.23 eV
* E_HOMO: -12.83 eV
* orbital gap: 7.6 eV
* electronic energy: -1476.403030 hartree
* energy above the lowest of the compared OMol25 structures with the same formula, charge and spin: 1.331 eV

XYZ file:
```
15
C3H6N3S3, DFT ωB97M-V/def2-TZVPD
C 0.95 0.65 -0.86
C -1.40 0.28 -0.91
C -0.51 -0.77 1.12
N -1.43 -0.09 0.54
N 1.15 0.54 0.40
N -0.22 0.33 -1.54
S -2.82 0.43 -1.70
S 0.25 -2.26 0.81
S 2.67 0.80 1.11
H 1.74 0.84 -1.58
H -0.46 -0.52 2.26
H -1.91 0.69 1.03
H -0.13 0.20 -2.56
H -0.20 -2.43 -0.34
H 2.32 1.31 2.21
```

=====

# 3
Molecular formula: C5H11NO3
Method: DFT, ωB97M-V/def2-TZVPD

Values from the calculation:
* charge: 0
* E_LUMO: 0.75 eV
* E_HOMO: -9.20 eV
* SMILES: CN[C@@H](C)[C@@H](O)C(=O)O
* orbital gap: 10.0 eV
* electronic energy: -477.583495 hartree
* energy above the lowest of the compared OMol25 structures with the same formula, charge and spin: 1.143 eV

XYZ file:
```
20
C5H11NO3, DFT ωB97M-V/def2-TZVPD
C -1.48 0.50 1.15
N -0.30 1.04 0.49
C 0.93 0.08 0.28
C 1.26 -0.82 1.46
C 0.56 -0.67 -0.99
O -0.17 -1.85 -0.79
C -0.36 0.39 -1.71
O -1.46 0.07 -2.11
O 0.35 1.40 -2.24
H -1.86 -0.34 0.57
H -2.25 1.28 1.19
H -1.28 0.15 2.17
H 0.01 1.88 0.96
H 1.75 0.76 0.05
H 1.36 -0.24 2.37
H 2.20 -1.33 1.26
H 0.49 -1.58 1.58
H 1.45 -0.86 -1.59
H -1.05 -1.70 -1.17
H -0.17 1.83 -2.94
```